The following is a quantum chemistry calculation of a cluster of 8 separate species, C10H36O13 in total at a distorted geometry, from the OMol25 dataset.

Geometry (Å):
O  2.0445  0.0566  4.1180
O  -1.5215  0.2859  -0.9646
O  1.5676  2.6475  -3.3270
O  2.6908  -1.0843  1.4408
O  -1.2313  1.9666  2.5131
O  1.3101  -5.6706  0.0166
O  1.9721  2.4583  2.0997
O  -4.7374  3.7989  -1.1422
O  -2.5462  4.4127  0.5092
O  -3.9674  -1.2956  -2.0022
O  2.4583  0.0938  -4.2513
O  0.4235  0.3379  0.8609
O  1.1516  -3.4748  -2.0626
C  -3.6798  -0.8783  -0.6729
C  1.1881  1.4220  -2.6975
C  -2.2333  3.7132  -0.6822
C  2.8396  -1.7421  2.6741
C  2.3073  0.4330  -2.9036
C  1.7139  -4.3322  0.1674
C  -2.1809  -0.7868  -0.2802
C  0.7733  -3.4565  -0.6981
C  3.2094  -0.7726  3.8484
C  -3.5472  3.0187  -0.9565
H  -3.7731  2.2913  -0.1768
H  1.8278  -0.6666  1.3922
H  0.1937  1.0867  -2.9921
H  0.8198  -2.4094  -0.3989
H  2.0184  2.0804  2.9779
H  1.6036  1.7609  1.5575
H  4.0356  -0.1350  3.5341
H  2.0882  -3.2853  -2.1550
H  2.6996  -4.2761  -0.2945
H  -0.2494  -3.8319  -0.6644
H  3.5492  -2.5481  2.4870
H  1.6663  0.0180  4.9995
H  -1.5023  2.9220  -0.5155
H  -3.2337  3.9579  1.0013
H  -2.1859  1.9986  2.5762
H  2.0427  -0.4857  -2.3801
H  -4.2470  0.0072  -0.3858
H  1.6377  -3.9494  1.1851
H  -3.4749  -0.7369  -2.6078
H  -0.9409  1.7201  3.3913
H  2.1076  -6.1607  0.2294
H  -1.9759  4.4219  -1.4693
H  -2.1040  -0.6641  0.8001
H  0.9621  1.6592  -1.6579
H  -1.7094  -1.7614  -0.4066
H  -3.3663  2.3972  -1.8334
H  1.1899  3.3519  -2.7953
H  -0.1555  0.3360  0.0987
H  -4.1692  -1.6227  -0.0449
H  -0.0924  0.7511  1.5532
H  3.3039  -0.3305  -4.4140
H  -5.5377  3.3477  -1.4207
H  3.2379  0.8942  -2.5730
H  3.5883  -1.2053  4.7743
H  1.9265  -2.2910  2.9044
H  -1.7865  0.2066  -1.8839

Its net charge is +1. For the orbital gap (alpha / beta), the calculation gives 9.28 / 2.51 eV. The spin multiplicity is 2. Its HOMO energy (alpha / beta) is -12.35 / -12.28 eV. The value obtained for the relative energy (zero: lowest compared OMol25 entry of this formula, charge and spin) is 0.676 eV.

natural (NBO) population analysis, charges in e, atoms 1 to 2: O -0.68; O -0.75

The following is a quantum chemistry calculation of a cluster of 4 separate species, C3H10N2O3 in total at a distorted geometry, from the OMol25 dataset.

Geometry (Å):
O  -3.7896  -2.7938  0.6151
O  1.6877  -1.8367  2.5756
O  1.0686  -2.0703  -0.4103
N  0.7311  3.0524  -1.0290
N  0.5836  0.9950  -0.2793
C  0.0063  2.3441  -1.9729
C  -0.1207  1.0980  -1.4591
C  1.1156  2.1560  -0.0760
H  -0.3152  2.8871  -2.8448
H  -4.0669  -2.5662  -0.2798
H  -0.6949  0.2515  -1.7991
H  0.7652  -2.4874  0.4011
H  0.8210  -2.0990  2.9041
H  -4.2808  -2.1541  1.1403
H  2.2624  -1.9744  3.3357
H  1.2325  3.8917  -1.2697
H  1.8331  2.4441  0.6296
H  1.1610  -1.1378  -0.1817

Its net charge is 0. For the orbital gap, the calculation gives 9.84 eV. The spin multiplicity is 1. Its HOMO energy is -9.08 eV. The value obtained for the relative energy (zero: lowest compared OMol25 entry of this formula, charge and spin) is 1.149 eV. The structure (SMILES) is c1c[nH]cn1.O.O.O.

natural (NBO) population analysis, charges in e, atoms 1 to 2: O -0.93; O -0.94

The following is a quantum chemistry calculation of a structure of composition C11H11F6N2O11P2S4Tl at a distorted geometry, from the OMol25 dataset.

Geometry (Å):
Tl  0.3790  0.2473  0.2331
S  -0.7879  2.6146  3.9101
S  -1.9449  -5.9699  1.5179
S  -0.3934  -4.1629  3.4318
S  1.9324  1.8393  4.1853
P  -0.0586  2.9018  -2.1418
P  2.1535  0.9489  -2.7124
F  2.9674  4.3187  4.6380
F  -3.1045  2.6662  5.1951
F  2.4706  3.7931  2.6695
F  -1.3584  3.0332  6.5206
F  4.2437  2.9049  3.5963
F  -1.7987  1.0223  5.8707
O  2.5322  1.1869  5.3087
O  0.9334  4.0638  -2.1983
O  1.9203  1.1187  2.9037
O  -0.1888  2.2277  -0.7961
O  2.8987  2.3681  -2.6286
O  2.2426  -0.0301  -1.5459
O  0.6709  2.1626  -4.6198
O  -1.1669  3.9331  3.5146
O  2.8327  0.1936  -3.9113
O  -1.0513  1.4935  3.0281
O  -1.4787  3.3564  -2.7563
N  0.6254  2.5964  4.5991
N  -0.4518  -3.9132  0.8134
C  -2.1527  -5.7767  -2.4448
C  -2.6524  -6.0685  -1.1953
C  -0.5507  0.4469  -3.5334
C  -1.0924  -4.4267  -0.3004
C  0.4363  1.6190  -3.2906
C  2.9874  3.3060  3.7725
C  -1.2206  -4.7480  -2.6882
C  -2.0330  -5.4684  -0.1089
C  -0.6896  -4.0703  -1.6267
C  -1.7822  2.2796  5.4863
C  -0.7866  -4.6157  1.8864
H  -3.4147  -6.8546  -1.0810
H  -0.2033  -0.5677  -3.3719
H  -1.9132  4.1551  -2.3743
H  2.6430  0.6531  -4.7241
H  -1.4401  0.5504  -2.8815
H  2.2550  3.1424  -2.3598
H  0.0757  -3.3478  -1.7710
H  -0.9652  0.5807  -4.5408
H  -0.9627  -4.3810  -3.6712
H  0.9220  3.0921  -4.5394
H  -2.4788  -6.4150  -3.2671

Its net charge is 0. For the orbital gap (alpha / beta), the calculation gives 2.32 / 2.84 eV. The spin multiplicity is 1. Its HOMO energy (alpha / beta) is -8.87 / -8.87 eV. The value obtained for the relative energy (zero: lowest compared OMol25 entry of this formula, charge and spin) is 1.316 eV.

natural (NBO) population analysis, charges in e, atoms 1 to 2: Tl 0.90; S 2.27

The following is a quantum chemistry calculation of a structure of composition C3H4NS at a distorted geometry, from the OMol25 dataset.

Geometry (Å):
S  0.2318  -1.8604  1.7670
N  -0.5920  0.4105  0.4448
C  0.4747  -0.7086  0.2148
C  -0.6500  -0.7116  2.6188
C  -0.5114  0.3258  1.8978
H  1.4211  -0.2460  0.4280
H  -1.4087  0.1458  0.0528
H  0.0499  1.1775  0.1387
H  0.2097  -1.0829  -0.7270

Its net charge is +1. For the orbital gap (alpha / beta), the calculation gives 7.96 / 7.96 eV. The spin multiplicity is 1. Its HOMO energy (alpha / beta) is -14.51 / -14.51 eV. The value obtained for the relative energy (zero: lowest compared OMol25 entry of this formula, charge and spin) is 5.306 eV.

natural (NBO) population analysis, charges in e, atoms 1 to 2: S 0.50; N -0.55

The following is a quantum chemistry calculation of the molecule C2H6ClN3O at a distorted geometry, from the OMol25 dataset.

Geometry (Å):
Cl  2.1183  -1.8239  0.5190
O  0.4969  2.2936  0.9438
N  0.6612  0.9251  1.2513
N  -0.3674  0.6781  -0.7443
N  -1.3221  -0.3119  -1.2213
C  0.2054  0.1136  0.2126
C  0.4401  -1.3464  0.2919
H  0.0065  -2.0471  1.0781
H  -2.0236  -0.5278  -0.4733
H  1.7225  1.1360  0.9816
H  -1.8656  0.1719  -2.1062
H  -0.0902  2.4088  0.0650
H  0.0180  -1.6701  -0.7985

Its net charge is 0. For the orbital gap, the calculation gives 9.48 eV. The spin multiplicity is 1. Its HOMO energy is -9.01 eV. The value obtained for the relative energy (zero: lowest compared OMol25 entry of this formula, charge and spin) is 3.080 eV. The structure (SMILES) is N/N=C(\CCl)NO.

natural (NBO) population analysis, charges in e, atoms 1 to 2: Cl -0.04; O -0.61

The following is a quantum chemistry calculation of a structure of composition C4H8S2 at a distorted geometry, from the OMol25 dataset.

Geometry (Å):
S  1.6304  1.6792  -1.6098
S  1.2463  -1.6428  -0.9162
C  -0.4545  -0.8672  0.9191
C  0.2424  1.0905  -0.5173
C  0.7241  -0.1688  0.1277
C  -1.8505  -0.5953  0.7761
H  -2.6075  -0.9666  1.5007
H  -2.3709  -0.1182  -0.0160
H  -0.1517  -1.2832  1.9174
H  2.9628  1.4648  -0.4549
H  -0.1157  -1.5565  -1.7860
H  0.0551  1.8451  0.3734
H  1.3885  0.1449  0.8864
H  -0.6989  0.9742  -1.2006

Its net charge is 0. For the orbital gap, the calculation gives 8.62 eV. The spin multiplicity is 1. Its HOMO energy is -8.61 eV. The value obtained for the relative energy (zero: lowest compared OMol25 entry of this formula, charge and spin) is 4.356 eV.

natural (NBO) population analysis, charges in e, atoms 1 to 2: S -0.04; S -0.03

The following is a quantum chemistry calculation of a structure of composition C35H32IN3O5TeV, from the OMol25 dataset.

Geometry (Å):
I  0.7784  1.1086  -3.2778
Te  1.4748  0.0665  1.2390
V  -1.7069  -0.9896  -1.0823
O  -2.7799  0.5878  -0.0797
O  -2.6141  -3.2549  -1.6148
O  -0.1064  -2.1987  -1.7043
O  -2.6893  -5.1952  -0.4779
O  -3.4044  1.3929  1.8646
N  0.2669  -0.6720  -0.1555
N  -1.8750  -0.2288  -3.1572
N  -2.7878  -1.8631  0.5999
C  -3.0476  -3.1672  0.6903
C  -3.4307  -0.4744  -4.9737
C  0.0153  0.6552  2.6381
C  0.7545  -1.6213  -0.9835
C  -0.3532  2.6363  -0.1884
C  -1.0141  2.3677  3.9701
C  3.4081  2.2147  0.5368
C  2.1759  -2.0158  -1.1184
C  1.1367  2.8170  -0.1639
C  -3.0377  -0.6764  -3.6702
C  -0.6146  -0.3542  3.3757
C  -3.7124  -3.7224  1.7680
C  -4.1779  -2.8642  2.7594
C  -0.1600  1.9993  2.9414
C  4.8080  -2.8348  -1.4458
C  3.7979  -3.7800  -1.3137
C  4.5015  -1.4821  -1.4307
C  -1.0617  0.4296  -3.9854
C  2.4830  -3.3736  -1.1674
C  2.0340  1.9348  0.4515
C  -1.4727  0.0416  4.3973
C  -3.2894  -1.0345  1.5160
C  1.6624  3.9594  -0.7552
C  3.5465  5.4865  -1.4014
C  3.0220  4.2464  -0.7385
C  -1.3708  0.6804  -5.3130
C  -0.3536  -1.8151  3.1215
C  -1.6751  1.3854  4.6942
C  3.1875  -1.0703  -1.2600
C  -2.7394  -3.8845  -0.5876
C  -3.9948  -1.4969  2.6162
C  3.8742  3.3682  -0.0754
C  -3.1260  0.3858  1.0727
C  4.3808  1.3415  1.2908
C  -2.5779  0.2228  -5.8132
H  4.6223  5.5835  -1.2755
H  -1.0216  -2.4385  3.7140
H  -4.3790  -0.8557  -5.3227
H  1.6844  -4.0998  -1.0940
H  -1.1486  3.4128  4.2103
H  -1.9611  -0.7188  4.9953
H  -0.4811  -2.0695  2.0676
H  -3.8950  -4.7869  1.8043
H  -2.3223  1.6640  5.5160
H  -3.6758  -1.2323  -2.9902
H  4.9318  3.5957  -0.0240
H  5.3854  1.7526  1.2248
H  -3.4894  1.1305  2.7952
H  0.9806  4.6511  -1.2380
H  -0.6733  1.2175  -5.9380
H  -4.7240  -3.2549  3.6069
H  3.3260  5.4726  -2.4695
H  -2.5483  -5.5957  -1.3540
H  -0.8424  3.4296  0.3800
H  4.4197  0.3230  0.8986
H  5.2815  -0.7455  -1.5698
H  0.6682  -2.0821  3.4091
H  -4.4256  -0.8152  3.3381
H  -0.7263  2.6914  -1.2100
H  -0.6618  1.6859  0.2299
H  5.8329  -3.1535  -1.5769
H  0.3724  2.7598  2.3857
H  2.9477  -0.0121  -1.3050
H  -2.8417  0.4038  -6.8463
H  3.0700  6.3741  -0.9842
H  4.0359  -4.8345  -1.3381
H  4.1235  1.2889  2.3513

Its net charge is +2. For the orbital gap (alpha / beta), the calculation gives 7.01 / 7.46 eV. The spin multiplicity is 4. Its HOMO energy (alpha / beta) is -13.12 / -13.74 eV. The value obtained for the relative energy (zero: lowest compared OMol25 entry of this formula, charge and spin) is 0.000 eV.

Löwdin population analysis, charges in e, atoms 1 to 2: I 1.17; Te 1.94